This record from OMol25 describes a structure of composition C53H63GeN6Na. The level of theory is ωB97M-V/def2-TZVPD.

Geometry as XYZ:
```
124
Properties=species:S:1:pos:R:3:forces:R:3:mulliken_charge:R:1
Na 0.68430 0.70496 -0.52520 0.03 -0.49 -0.58 2.268
C 7.09062 1.87308 -0.01299 -0.01 -0.01 0.01 -1.233
C 6.39119 0.77323 -0.81491 0.01 0.00 -0.01 -1.272
C 5.02901 0.45257 -0.28247 0.01 -0.02 0.02 0.970
C 4.68342 -0.54695 0.59278 0.04 -0.04 -0.04 0.636
C 5.56488 -1.61700 1.15848 0.03 0.03 0.01 -1.324
C 5.50042 -2.91250 0.34815 -0.01 0.01 0.00 -0.689
C 3.26196 -0.41288 0.80342 -0.01 0.05 0.05 -0.307
C 2.46667 -1.24843 1.66031 -0.02 0.02 0.02 -0.228
C 1.12367 -1.24491 1.89580 0.08 0.05 -0.04 -0.207
C 0.40549 -2.14213 2.79535 -0.08 0.00 0.04 0.592
C 1.01848 -3.18998 3.66911 0.02 -0.02 0.01 -1.114
C 1.30347 -2.69403 5.08900 0.02 0.01 -0.02 -1.289
C -0.90852 -1.79654 2.70526 0.02 -0.13 -0.05 0.603
C -0.97076 -0.72051 1.71515 -0.13 0.24 0.23 -0.192
C -2.24777 -0.09663 1.25040 -0.01 -0.09 -0.05 2.925
C -2.25366 1.19840 0.50267 -0.04 -0.11 0.11 -1.752
N -1.30465 1.58132 -0.29363 -0.19 0.23 -0.04 -0.243
C -1.74096 2.75757 -0.91014 0.06 0.09 0.10 -0.323
C -0.97730 3.56457 -1.69405 0.10 -0.09 -0.01 -0.204
C 0.44154 3.50842 -1.97680 -0.14 0.05 0.05 -0.136
N 1.25577 2.59676 -1.46840 0.10 0.25 -0.02 -0.592
C 2.52648 2.94553 -1.83838 -0.05 -0.03 -0.07 -0.905
C 3.67068 2.26315 -1.43804 0.02 -0.07 0.10 0.276
C 3.80816 1.16622 -0.56989 0.00 0.13 -0.05 -0.787
N 2.77056 0.61166 0.10826 0.18 -0.06 0.08 -0.615
C 2.48768 4.13752 -2.65948 -0.02 -0.01 0.00 0.752
C 1.16939 4.49546 -2.74631 0.01 0.02 -0.04 0.338
C 0.57878 5.68182 -3.44523 0.03 0.00 0.01 -1.116
C 0.39790 6.88221 -2.51364 0.00 0.00 -0.01 -1.059
C 3.66240 4.80333 -3.30292 0.01 0.05 0.01 -1.018
C 4.10381 4.09851 -4.58681 -0.02 -0.03 -0.01 -1.133
C -3.10181 3.05268 -0.45239 -0.06 -0.15 -0.09 -0.121
C -3.41785 2.08861 0.45061 -0.01 0.17 0.02 0.828
C -4.63519 1.98997 1.31506 -0.01 -0.15 0.03 0.131
C -4.38502 2.52872 2.72719 -0.05 -0.04 -0.02 -1.355
C -3.93174 4.21886 -0.88496 0.00 -0.01 -0.03 -1.243
C -3.80336 5.43114 0.03911 0.03 -0.02 0.00 -1.081
N 0.20543 -0.39493 1.27728 0.00 -0.28 0.26 -0.430
C -2.06280 -2.31583 3.50033 0.01 0.00 0.03 -0.225
C -2.42218 -1.41647 4.68664 0.03 0.01 0.00 -1.230
H 8.08678 2.07979 -0.40549 0.03 0.01 -0.01 0.406
H 7.18745 1.57946 1.03281 0.01 0.00 0.02 0.317
H 6.51389 2.79809 -0.03943 -0.02 0.03 0.00 0.277
H 7.00719 -0.12954 -0.80552 -0.01 0.00 -0.01 0.467
H 6.31750 1.07741 -1.86320 0.02 -0.02 0.01 0.378
H 5.28299 -1.82359 2.19439 0.01 0.01 0.03 0.467
H 6.59670 -1.25791 1.19481 -0.01 -0.02 0.01 0.427
H 4.47253 -3.27047 0.27347 -0.03 -0.01 0.00 -0.129
H 6.11068 -3.69626 0.79778 0.03 -0.03 0.02 0.453
H 5.85500 -2.74288 -0.66897 0.00 0.00 -0.05 0.259
H 3.02904 -1.99928 2.20641 0.02 -0.03 0.00 0.231
H 1.95018 -3.54215 3.21950 -0.02 0.00 -0.02 0.302
H 0.35458 -4.05852 3.71261 0.01 0.00 0.01 0.509
H 1.88842 -1.77412 5.06347 0.02 0.00 0.00 0.299
H 1.85923 -3.43866 5.65988 -0.01 -0.01 0.01 0.425
H 0.37614 -2.48370 5.62144 -0.01 0.02 0.01 0.235
H -2.95411 -0.02975 2.08104 0.02 -0.05 0.04 0.299
H -1.49096 4.41985 -2.11886 0.00 0.06 0.01 0.202
H 4.60152 2.64420 -1.84923 0.01 -0.01 -0.02 0.388
H -0.38602 5.41253 -3.88326 0.00 -0.01 -0.02 0.438
H 1.21950 5.96483 -4.28396 -0.02 0.01 -0.01 0.451
H -0.21064 6.61325 -1.64925 -0.02 0.00 0.02 0.228
H -0.08462 7.71589 -3.02537 0.00 0.02 -0.01 0.362
H 1.36274 7.22286 -2.13768 0.03 0.00 0.02 0.309
H 4.49928 4.84092 -2.59954 -0.01 0.01 -0.02 0.415
H 3.41086 5.84225 -3.53021 0.01 -0.01 0.02 0.410
H 4.40439 3.06983 -4.38278 0.00 -0.01 0.00 0.261
H 4.94274 4.61442 -5.05356 0.04 0.02 -0.02 0.389
H 3.28170 4.06222 -5.30275 -0.01 0.00 -0.02 0.297
H -4.96948 0.94779 1.39285 0.04 0.20 -0.08 -0.710
H -5.45819 2.53491 0.84721 0.00 0.03 0.02 0.527
H -3.59625 1.96148 3.22439 0.03 0.00 0.02 0.195
H -5.28637 2.46061 3.33757 -0.01 -0.01 0.02 0.437
H -4.06563 3.56948 2.69935 0.01 0.04 0.00 0.296
H -4.97788 3.90764 -0.93896 -0.01 0.03 0.00 0.475
H -3.64667 4.50714 -1.89948 -0.02 -0.02 0.00 0.451
H -4.22146 5.21636 1.02139 -0.01 -0.01 0.05 0.243
H -4.32936 6.29288 -0.37043 -0.03 0.03 -0.01 0.381
H -2.75650 5.70199 0.17690 0.04 0.02 -0.01 0.288
H -1.83676 -3.32172 3.86462 0.00 0.00 -0.02 0.623
H -2.94566 -2.41009 2.86327 -0.05 -0.08 -0.05 -0.736
H -1.55769 -1.26570 5.33178 0.01 0.00 0.03 0.332
H -3.22361 -1.85307 5.28229 -0.05 -0.02 0.02 0.424
H -2.74954 -0.43079 4.35305 0.00 0.04 -0.03 0.054
C 1.70738 -5.43587 -0.25911 0.02 -0.04 0.01 -1.500
C 1.65041 -4.11687 -0.94992 -0.03 0.03 0.00 0.575
C 2.46230 -3.53986 -1.90356 -0.09 0.04 0.06 -1.127
C 1.93129 -2.24966 -2.11519 0.01 -0.08 0.06 0.542
N 0.86438 -2.05384 -1.35395 -0.10 0.13 -0.14 -0.356
N 0.70531 -3.20108 -0.67080 0.24 0.19 0.32 1.818
C 2.45301 -1.16689 -3.00087 -0.04 -0.06 -0.04 -1.413
H 2.20515 -6.17090 -0.88890 0.02 -0.01 0.00 0.437
H 0.70668 -5.80313 -0.03123 0.03 0.02 0.00 0.267
H 2.26262 -5.36723 0.67862 0.02 0.01 0.01 0.183
H 3.32031 -3.98031 -2.37625 0.10 -0.06 -0.04 0.554
H -0.03127 -3.26339 0.02114 0.11 -0.03 -0.15 -0.634
H 3.11806 -1.57514 -3.76039 0.00 -0.02 -0.02 0.432
H 3.01354 -0.43579 -2.42016 0.06 0.05 0.04 -0.039
H 1.63703 -0.64536 -3.49997 -0.03 0.03 -0.01 0.324
Ge -3.17868 -1.31063 -0.06987 -0.21 -0.10 -0.16 1.228
C -5.05622 -1.53637 0.43651 0.02 0.06 -0.01 0.239
C -5.52742 -1.51231 1.74667 -0.01 -0.07 -0.03 0.219
C -6.87664 -1.68355 2.02489 0.01 0.01 0.03 -0.730
C -7.77774 -1.87934 0.99021 -0.02 -0.01 0.00 -0.459
C -7.32576 -1.90338 -0.32083 -0.01 0.01 -0.01 -0.727
C -5.97688 -1.73009 -0.59306 0.00 -0.04 0.06 -0.872
C -2.46435 -3.08711 -0.47672 0.03 0.08 -0.05 -0.123
C -2.45448 -4.17665 0.39613 -0.02 0.02 -0.09 0.252
C -2.05460 -5.43239 -0.03764 0.04 0.01 0.04 -0.667
C -1.64372 -5.61896 -1.35006 -0.09 0.03 -0.04 -0.523
C -1.64719 -4.54861 -2.22798 -0.07 0.00 -0.07 -0.600
C -2.06004 -3.29605 -1.79542 -0.04 -0.03 0.01 -0.521
H -3.15899 -0.57613 -1.42107 0.01 -0.03 0.03 -0.408
H -4.84620 -1.34657 2.57165 0.07 0.02 0.08 0.231
H -7.22372 -1.65674 3.04961 0.00 -0.01 0.02 0.424
H -8.82982 -2.00989 1.20451 -0.03 0.00 0.00 0.386
H -8.02543 -2.05106 -1.13239 -0.02 0.00 -0.03 0.407
H -5.63972 -1.74449 -1.62245 0.01 0.01 -0.05 0.399
H -2.77901 -4.06471 1.41732 -0.08 0.06 0.20 0.270
H -2.06839 -6.26832 0.64943 0.01 -0.02 0.04 0.441
H -1.32625 -6.59622 -1.68703 0.01 -0.05 -0.01 0.382
H -1.32526 -4.68603 -3.25126 0.03 0.01 -0.03 0.455
H -2.04191 -2.46552 -2.48868 0.00 0.02 -0.03 0.278
```
Forces are in eV/Å.

## Properties
Charge: 0
Energy relative to the best compared isomer or geometry (same formula, charge and spin) in kcal per mole: 29.45
E_HOMO in eV: -6.36
Spin multiplicity: 1
Electronic energy in eV: -125858.7359

=====

This record from OMol25 describes the ion C5H7N2S with charge +1 in a non-equilibrium geometry. The level of theory is ωB97M-V/def2-TZVPD.

Geometry as XYZ:
```
15
Properties=species:S:1:pos:R:3:forces:R:3:mulliken_charge:R:1
C 1.00372 1.49787 -0.18874 1.91 -1.44 0.09 -0.249
N 1.96045 0.63312 -0.30498 0.31 0.03 -0.49 -0.462
C 1.48290 -0.68500 -0.02502 1.83 -0.85 -0.99 -0.379
N 0.05751 -0.48181 0.52820 2.01 0.63 1.27 0.067
C -0.94306 -1.16741 -0.20720 -2.75 -2.02 0.63 -0.496
S -2.58207 -0.28882 0.11266 1.45 1.01 0.03 0.016
C -1.77001 1.29680 0.18380 6.46 -4.35 0.19 -0.280
C -0.15735 0.92741 0.25127 -8.81 2.50 0.45 0.079
H 1.16354 2.49271 -0.42007 0.17 1.89 -0.39 0.507
H 1.20944 -1.27179 -0.92154 0.96 0.38 -0.17 0.304
H 2.36729 -1.27954 0.49073 -2.60 0.98 -0.04 0.320
H 0.16505 -0.60254 1.53256 -0.97 -0.43 0.44 0.349
H -0.65751 -1.05657 -1.22549 -0.17 0.21 -1.06 0.396
H -1.04438 -2.26785 0.00908 0.14 1.20 0.12 0.394
H -2.25552 2.25343 0.18475 0.07 0.25 -0.10 0.435
```
Forces are in eV/Å.

## Properties
Charge: +1
Energy relative to the best compared isomer or geometry (same formula, charge and spin) in kcal per mole: 95.13
E_HOMO (alpha / beta) in eV: -13.12 / -12.70
SMILES: C1=NC[N@@H+]2CSC=C12
Spin multiplicity: 1
Electronic energy in eV: -19102.9552

=====

This record from OMol25 describes a cluster of 3 separate species, C4H13NO2 in total in a non-equilibrium geometry. The level of theory is ωB97M-V/def2-TZVPD.

Geometry as XYZ:
```
20
Properties=species:S:1:pos:R:3:forces:R:3:mulliken_charge:R:1
C -1.71374 -0.75818 0.76521 0.70 0.48 1.05 -0.890
C -0.89366 -0.15705 -0.09164 -1.09 0.20 -0.10 0.091
C 0.40667 0.45052 0.31940 0.44 -0.34 0.08 -0.750
C 1.57947 0.06111 -0.58151 0.21 1.01 0.30 -0.551
N 2.81088 0.63396 0.07056 -0.52 -0.84 -1.13 -0.682
H -1.32771 -0.83306 1.78362 -0.29 -0.10 0.09 0.231
H -2.75353 -1.03008 0.66235 0.12 -0.27 -0.62 0.299
H -1.25507 -0.03239 -1.11093 0.28 0.18 -0.07 0.329
H 0.62050 0.24656 1.37669 0.05 -0.48 -0.14 0.320
H 0.41294 1.54466 0.35308 -0.43 0.03 -0.45 0.395
H 1.67762 -1.00036 -0.77912 -0.15 -0.41 0.36 0.365
H 1.37472 0.48452 -1.57368 0.36 0.27 0.19 0.430
H 3.50570 0.77227 -0.65856 0.03 0.15 0.07 0.234
H 3.16738 -0.16267 0.58544 0.26 0.17 0.44 0.250
O 1.35962 -2.48397 1.79106 -0.58 1.30 -0.72 -0.647
H 0.61698 -1.89464 1.52327 0.84 -0.48 0.05 0.301
H 0.90563 -3.13162 2.30793 -0.25 -0.85 0.60 0.277
O -3.31378 2.25475 -2.26472 -0.48 0.28 0.87 -0.647
H -2.81996 2.81623 -1.63514 -0.40 -0.44 -0.46 0.321
H -4.19592 2.13740 -1.84863 0.90 0.13 -0.40 0.323
```
Forces are in eV/Å.

## Properties
Charge: 0
Energy relative to the best compared isomer or geometry (same formula, charge and spin) in kcal per mole: 31.72
E_HOMO in eV: -9.63
SMILES: C=CCCN.O.O
Spin multiplicity: 1
Electronic energy in eV: -9942.8210

=====

This record from OMol25 describes a cluster of 6 separate species, C12H33Br2O10P in total. The level of theory is ωB97M-V/def2-TZVPD.

Geometry as XYZ:
```
58
Properties=species:S:1:pos:R:3:forces:R:3:mulliken_charge:R:1
C 2.23584 2.17633 0.85276 0.05 0.03 0.07 -0.903
O 0.92103 1.72709 0.57501 -0.12 0.22 -0.07 -0.454
C 0.49537 2.01891 -0.73661 0.27 -0.04 0.20 0.542
C -0.96118 2.41850 -0.73962 -0.13 -0.26 0.29 -1.141
O -1.71403 1.43815 -0.05497 -0.13 0.05 -0.22 -0.087
C -2.97756 1.94230 0.34728 0.57 0.00 0.62 -0.970
C -3.93885 0.81956 0.53164 -0.75 -0.28 -0.49 0.227
Br -3.55681 -0.29419 2.01084 0.08 0.12 -0.07 -0.118
C -4.98944 0.60516 -0.27010 0.43 -0.13 0.40 0.559
C -5.37457 1.36969 -1.49521 -0.09 0.07 0.20 -1.294
Br -6.19526 -0.83620 0.05063 0.11 0.13 0.02 -0.191
P 0.85333 0.69498 -1.95220 0.13 0.10 -0.80 0.948
O -0.12020 0.62758 -3.05161 -0.28 0.05 0.15 -0.793
O 1.04456 -0.66367 -1.16059 0.05 0.07 0.03 -0.413
O 2.33441 1.00168 -2.47198 -0.20 -0.18 0.58 -0.510
H 2.34366 3.24843 0.66790 -0.09 0.10 -0.11 0.374
H 2.41103 2.00650 1.90919 0.07 -0.16 0.08 0.314
H 2.97668 1.64169 0.25832 0.11 -0.09 -0.01 0.364
H 1.05580 2.89446 -1.08757 -0.03 0.08 -0.27 0.333
H -1.02869 3.38974 -0.24127 -0.13 0.07 0.12 0.433
H -1.32450 2.49408 -1.76587 0.06 0.19 -0.14 0.373
H -3.33983 2.69335 -0.34641 -0.18 -0.03 -0.28 0.409
H -2.84575 2.44016 1.31543 -0.07 0.10 0.02 0.338
H -5.22732 0.74382 -2.37129 -0.06 -0.03 -0.13 0.313
H -4.81477 2.28704 -1.61973 0.22 0.07 -0.01 0.323
H -6.42479 1.64055 -1.42281 -0.13 -0.04 -0.13 0.406
H 0.57108 -1.33278 -1.66950 -0.08 -0.28 0.11 0.311
H 2.38932 1.92892 -2.74359 0.55 0.30 -0.18 0.340
C 1.80246 -1.14899 2.05436 0.17 -0.15 0.13 -0.031
O 3.09007 -1.03598 2.66061 0.17 -0.01 -0.06 -0.545
H 1.54140 -0.18505 1.63413 -0.04 -0.05 -0.01 -0.194
H 1.81717 -1.89105 1.25334 -0.08 0.02 -0.03 0.227
H 1.05228 -1.42913 2.79817 -0.03 0.00 -0.03 0.286
H 3.29924 -1.90171 3.03076 -0.23 -0.07 0.23 0.283
C 3.71426 -4.41499 4.89307 -0.18 -0.04 -0.06 -0.583
O 2.62486 -3.68169 4.33240 0.24 0.07 0.00 -0.470
H 4.53381 -3.71852 5.04666 0.00 0.03 -0.01 0.227
H 3.43555 -4.85320 5.85414 0.06 0.00 0.02 0.278
H 4.04433 -5.20617 4.21632 0.06 0.01 0.03 0.281
H 1.89923 -4.29389 4.19464 -0.10 0.01 -0.06 0.276
C -8.47615 -4.28162 -1.55040 0.07 0.14 0.15 -0.492
O -8.71220 -3.61084 -0.31772 -0.07 -0.11 -0.11 -0.486
H -9.36118 -4.87140 -1.77436 -0.03 0.00 0.02 0.218
H -8.31254 -3.56867 -2.36300 0.00 -0.05 -0.05 0.229
H -7.61531 -4.95154 -1.47774 -0.01 -0.03 -0.07 0.251
H -7.93268 -3.08853 -0.11723 0.03 0.03 0.05 0.218
C 5.56402 -1.66604 0.16937 -0.08 -0.01 0.22 -0.483
O 5.69188 -2.00851 1.54170 0.16 -0.03 -0.09 -0.516
H 6.27443 -2.27142 -0.38925 0.02 -0.02 0.00 0.271
H 4.55507 -1.87515 -0.19804 0.01 0.04 -0.07 0.187
H 5.79392 -0.60987 0.00216 -0.01 0.00 -0.08 0.222
H 5.05681 -1.46933 2.02480 -0.16 0.09 -0.04 0.356
C 3.10895 4.79991 -3.45425 0.09 -0.10 -0.09 -0.605
O 3.60682 3.53287 -3.01814 -0.32 0.03 0.00 -0.515
H 2.46153 5.18450 -2.67052 0.01 -0.02 0.03 0.229
H 3.92712 5.50439 -3.61348 -0.03 0.04 0.01 0.294
H 2.53124 4.69970 -4.37573 -0.02 0.05 0.01 0.284
H 4.18503 3.19010 -3.70488 0.09 -0.07 0.01 0.271
```
Forces are in eV/Å.

## Properties
Charge: 0
Energy relative to the best compared isomer or geometry (same formula, charge and spin) in kcal per mole: 0.00
E_HOMO in eV: -9.23
SMILES: CO[C@H](COC/C(Br)=C(\C)Br)P(=O)(O)O.CO.CO.CO.CO.CO
Spin multiplicity: 1
Electronic energy in eV: -182826.9774

=====

This record from OMol25 describes a structure of composition C2H5NOS in a non-equilibrium geometry. The level of theory is ωB97M-V/def2-TZVPD.

Geometry as XYZ:
```
10
Properties=species:S:1:pos:R:3:forces:R:3:mulliken_charge:R:1
C -0.48294 0.67102 0.40616 1.11 -0.19 -2.25 -0.387
C -0.67560 -0.44797 -0.63068 2.31 0.35 -1.02 -0.624
N 1.00261 0.69535 0.05266 -1.68 -0.03 0.20 -0.276
O 1.09891 -1.80770 0.75781 0.55 -1.67 1.94 -0.553
S 1.13591 -0.94568 -0.38345 -1.37 2.14 -1.21 0.406
H -1.15207 1.49538 0.22384 0.54 1.05 -0.60 0.299
H -0.76584 0.40109 1.38755 0.44 -0.86 1.27 0.232
H -1.31752 -1.24476 -0.39071 -0.95 -0.96 -0.04 0.394
H -0.58649 -0.14439 -1.71088 -1.03 0.08 1.17 0.284
H 1.74302 1.32767 0.28771 0.08 0.09 0.53 0.224
```
Forces are in eV/Å.

## Properties
Charge: 0
Energy relative to the best compared isomer or geometry (same formula, charge and spin) in kcal per mole: 61.93
E_HOMO in eV: -9.16
Spin multiplicity: 1
Electronic energy in eV: -16525.6959